1.
113
Properties=species:S:1:pos:R:3 method="wB97M-V/def2-TZVPD" total_charge=-1 gap_ev=5.3 lumo_energy_ev=1.78
H -2.077 -2.187 3.064
C 2.411 1.469 -6.794
C 8.231 -2.351 0.695
H 6.408 -1.362 0.121
C 4.021 0.510 2.447
O 1.997 -0.678 1.865
C 3.313 -2.929 1.316
H 0.522 0.418 -6.934
H -6.919 -0.239 2.638
C -4.310 2.687 0.653
H -0.070 3.110 4.220
H 2.260 -2.092 -0.374
H -1.815 3.075 -0.836
C -8.006 -4.790 -0.363
H -5.333 -1.777 -0.442
F -9.444 -5.799 -4.173
C -1.368 -0.251 2.440
H -2.081 1.977 0.996
C 7.260 -1.196 0.781
C 0.940 0.108 -4.459
H -7.575 -3.455 1.263
H -6.974 -4.919 -0.686
F 0.660 -0.038 -2.116
C 9.964 -2.224 -2.567
H 1.920 -0.523 -7.434
H 9.103 -2.193 1.329
O 1.691 -0.414 -5.426
C 4.564 5.966 1.491
H -2.352 0.211 -1.582
F 2.441 -0.942 -2.933
F -3.775 1.675 -1.961
O 3.471 5.718 0.592
H 2.371 1.888 -7.799
H -4.964 -0.498 -1.554
C -4.624 -0.970 -0.632
C -0.667 0.868 2.883
C -8.523 -4.284 -2.603
F 0.514 -1.875 -3.240
H -9.244 -3.362 0.663
H -6.356 3.036 1.189
C -1.001 -1.192 4.635
H 2.425 -3.091 1.927
H -1.437 2.294 -2.387
C 1.243 5.168 0.088
C 0.555 2.280 4.548
C 1.570 0.213 -6.714
F 10.672 -3.364 -2.559
H 6.093 4.874 2.539
C 9.609 -1.809 -1.128
H 4.224 6.552 2.344
C -5.652 2.721 0.419
H 6.896 -1.083 1.799
C 1.140 -0.692 -3.161
C -9.561 -4.543 -3.710
H 0.581 2.354 5.636
C -2.746 1.141 -1.164
O 10.161 -0.929 -0.539
C -5.900 0.145 2.633
F 0.188 4.552 0.590
O 3.985 -1.723 1.730
O 8.648 -2.592 -0.667
H -8.253 -5.628 0.286
F 1.719 4.434 -0.925
C -0.317 -0.061 5.060
H -0.686 1.671 -0.923
C -1.533 -1.300 3.358
H -1.192 -0.405 0.303
H -5.849 1.214 2.471
O -4.878 -1.825 1.917
H 3.449 1.248 -6.544
H -6.009 2.442 -0.568
H 3.868 -2.696 -0.752
H -1.130 -2.023 5.321
H -5.496 -0.052 3.627
F -10.813 -4.391 -3.261
C -1.969 -0.377 1.071
F 8.869 -2.426 -3.306
F 0.843 6.346 -0.422
O 2.116 5.289 2.339
H -3.488 1.119 2.149
H -3.773 3.615 0.870
C 3.181 -0.686 1.970
F 3.335 1.646 2.411
H 4.009 -3.740 1.524
H 5.526 4.091 1.051
C 2.317 5.386 1.167
H -3.668 -1.460 -0.847
C 5.217 4.670 1.923
H -0.518 1.685 2.189
H 2.537 -3.836 -0.473
F 4.434 0.325 3.710
H 1.544 2.379 4.111
H 2.058 2.223 -6.091
C -5.076 -0.647 1.647
H 0.081 0.046 6.063
H 7.752 -3.272 1.021
O -8.899 -4.903 -1.495
F -9.390 -3.713 -4.733
H 4.528 4.051 2.496
C -8.200 -3.484 0.371
H -7.936 -2.634 -0.258
H 7.731 -0.262 0.476
N -4.638 -0.052 0.490
C 2.972 -2.888 -0.158
F 10.698 -1.289 -3.165
H -2.477 -1.343 1.070
C -1.592 2.126 -1.318
O 0.198 1.034 -4.564
P -3.195 1.097 0.719
H 5.274 6.577 0.936
C -0.146 0.997 4.170
F 5.120 0.676 1.690
O -7.530 -3.644 -2.768


2.
63
Properties=species:S:1:pos:R:3 method="wB97M-V/def2-TZVPD" smiles=CC(C)CB(C[C@H]1CO1)C(F)(F)C(F)(F)C(F)(F)F.c1cc[nH]c1.c1cc[nH]c1.c1cc[nH]c1 gap_ev=7.9 lumo_energy_ev=-0.05
H -0.855 -1.962 -8.026
C 4.772 -2.271 -0.546
C 0.910 1.848 -1.729
H 5.385 -2.964 -1.099
C -0.335 -3.075 -6.164
C 3.952 -1.318 -1.090
H -1.476 5.458 2.596
C 2.467 -4.291 2.382
H -0.129 -4.078 -6.499
C -0.283 -2.594 -4.828
F -0.773 0.290 -2.219
C 3.777 -1.158 1.133
C -2.810 1.102 2.611
H 3.416 -0.759 2.067
O -0.534 3.683 2.581
N -0.866 -0.926 -6.162
H 2.689 0.101 -0.168
C -3.299 3.069 0.926
H -2.633 0.161 2.073
C 3.328 -5.161 2.996
H 5.171 -2.772 1.600
C -0.002 4.204 1.379
H -4.184 2.983 3.785
C 2.561 -6.269 3.447
C 4.660 -2.171 0.866
C -0.976 4.180 0.120
H -0.332 4.164 -0.768
F -1.320 2.341 -2.469
F -0.431 0.850 0.645
H 0.382 -4.411 2.063
H -3.273 0.799 3.567
H -3.995 3.232 0.075
C 1.259 -6.036 3.092
C -1.265 1.455 -0.247
H -0.030 -3.159 -3.946
H -1.566 5.095 0.221
H 2.924 -7.138 3.972
H 0.366 -6.619 3.244
H 1.073 4.109 1.191
H -1.130 -0.012 -6.481
F -2.320 0.577 -0.387
C -0.701 -2.024 -6.962
C -0.433 5.169 2.498
C -3.864 1.950 1.852
B -1.873 2.864 0.292
H -5.181 3.556 2.434
H -5.634 2.028 3.204
F 1.432 2.352 -0.621
F 1.082 2.781 -2.684
C -0.629 1.522 -1.665
H -3.283 4.025 1.478
H 2.637 -3.340 1.910
H -0.701 -0.538 -4.073
C -0.619 -1.266 -4.859
H 3.747 -1.060 -2.115
N 1.211 -4.832 2.440
H -1.890 1.638 2.877
C -4.777 2.652 2.923
H -4.524 1.290 1.275
F 1.590 0.788 -2.138
H 4.390 -5.020 3.111
N 3.347 -0.648 -0.062
H 0.397 5.561 3.081


3.
116
Properties=species:S:1:pos:R:3 method="wB97M-V/def2-TZVPD" multiplicity=4 total_charge=+1 gap_ev="6.3 / 7.9" s2=3.76 lumo_energy_ev="-2.36 / -2.55"
C -3.007 -1.937 1.851
P -0.908 1.518 -2.785
H -1.897 -0.646 -4.636
C -3.520 2.195 -2.771
H 2.494 3.637 -5.034
C -1.168 2.652 5.848
H -0.442 -3.311 3.549
C 3.736 -3.145 -4.758
H 0.090 3.324 4.248
H -4.171 1.811 -3.561
C -0.869 2.901 4.514
N -0.908 -1.141 1.029
Br 4.600 -3.413 3.596
H 3.817 -4.234 -4.723
C 2.917 3.746 -4.030
C -2.532 4.588 0.457
O 0.238 2.611 -2.576
H -1.052 -1.254 -3.181
H 4.961 -1.106 1.755
H 5.021 -2.122 -1.801
C -3.169 -2.690 -1.837
H -3.728 1.724 3.143
C 1.517 -2.088 -2.050
H 0.203 4.850 -1.729
H -0.444 2.912 6.610
N -4.041 -3.726 -2.018
V 0.269 0.001 -0.120
H -0.778 5.218 3.273
H -1.019 3.725 -4.472
O -2.018 -2.848 -1.491
C 1.208 -1.770 1.939
O -2.274 1.991 1.206
C 2.996 -0.585 1.082
P 1.745 2.404 -2.003
C 3.904 -1.319 1.812
H -4.086 -1.919 1.797
Br -3.326 -3.772 3.986
H -4.519 -1.296 -2.589
C -1.782 2.585 3.509
C -2.745 5.896 0.028
H -3.500 1.492 -1.943
H -2.906 3.767 -0.139
N 1.889 3.734 -1.113
H -2.711 -0.549 0.244
O -1.283 0.731 -1.573
H 4.513 1.509 -3.867
C -0.028 2.627 1.692
H 2.540 3.566 0.885
H 3.505 4.668 -0.149
H -3.733 -4.630 -1.706
H 3.261 -3.532 -1.031
H -2.603 1.874 7.248
C 2.964 3.722 -0.111
N -2.166 2.429 -3.266
C -2.059 3.475 -4.279
H -3.201 2.214 1.339
C 4.805 -2.966 -2.458
C -0.281 -1.900 1.941
H 5.561 -3.729 -2.261
C 3.415 -2.334 2.620
H -2.387 7.976 0.421
H -0.286 -1.361 -4.768
N -3.681 -1.427 -2.052
H -4.230 1.278 5.475
H 0.645 2.109 -5.059
O 0.258 1.671 0.897
N 0.768 -1.515 -1.384
H 3.673 2.923 -0.323
C 2.373 -2.703 -4.239
C -1.327 5.399 2.357
O 1.921 1.055 -1.379
C -1.819 4.324 1.621
H -2.991 -0.690 -2.063
H 2.174 -1.670 -4.532
H 0.181 4.397 -0.014
C -2.232 6.958 0.754
H 5.822 -2.746 -4.370
H 4.743 -1.420 -3.985
H 1.285 5.652 -0.590
C 3.432 1.350 -3.838
H -3.943 3.133 -2.407
C 4.853 -2.508 -3.933
C -1.525 6.700 1.925
C 0.122 1.169 -5.224
N 1.676 -0.815 1.123
N 2.769 2.515 -3.267
C -2.990 1.999 3.884
H 1.576 -3.331 -4.641
N -0.267 0.557 -3.951
H 3.090 1.162 -4.860
C -3.286 1.741 5.216
H 0.803 0.493 -5.742
C 2.058 -2.556 2.701
H -2.531 3.177 -5.219
H 2.418 4.572 -3.527
O 0.795 3.381 2.186
H -3.307 6.080 -0.880
H 3.223 0.474 -3.229
H -1.119 7.520 2.502
C 0.817 4.701 -0.847
H -5.027 -3.577 -2.130
C -0.926 -0.743 -4.135
C -1.511 2.872 2.020
H -2.556 4.377 -3.917
C 3.442 -3.547 -2.104
C -2.349 -2.716 2.780
H -0.737 1.350 -5.877
C -0.970 -2.709 2.825
C -2.249 -1.174 0.993
C -2.375 2.072 6.208
H 3.973 4.005 -4.134
H 3.813 -2.856 -5.806
H 3.309 0.218 0.426
H 1.669 -3.341 3.334
H 3.358 -4.583 -2.434
N 2.378 -2.769 -2.765


4.
12
Properties=species:S:1:pos:R:3 method="wB97M-V/def2-TZVPD" smiles=C#C[C@@H]1C[C@@H]1O gap_ev=10.5 lumo_energy_ev=1.04
C 2.205 0.863 -0.609
H 2.975 1.443 -1.069
H -0.447 1.568 -0.525
O -1.318 1.304 -0.189
C -0.766 -1.160 -0.270
C 0.264 -0.460 0.612
H 0.402 -0.693 1.657
C 1.361 0.213 -0.040
C -1.130 0.093 0.444
H -0.595 -1.017 -1.333
H -1.190 -2.122 0.003
H -1.762 -0.032 1.320


5.
9
Properties=species:S:1:pos:R:3 method="wB97M-V/def2-TZVPD" total_charge=-1 gap_ev=8.1 lumo_energy_ev=3.84
O 2.977 0.921 -0.780
O -0.741 1.241 0.522
C 2.077 0.514 -0.072
H -1.636 -0.702 -1.315
Si 0.344 0.142 0.502
O 1.915 0.621 1.238
O -2.469 -0.970 -0.936
H -2.672 -0.526 -0.095
H 0.204 -1.241 0.936


Number 1: electronic energy -4184.63676 Ha. Number 2: electronic energy -1819.02733 Ha. Number 3: electronic energy -9368.30563 Ha. Number 4: electronic energy -269.24834 Ha. Number 5: electronic energy -630.46141 Ha.